(1)
Density functional theory data (the ωB97M-V functional and the def2-TZVPD basis) for C7H12 in the gas phase.

Positions of all 19 atoms, in Å:
C1 0.929620 -1.606226 1.093083
C2 0.897027 -0.690637 -0.088488
C3 1.570358 -1.161090 -1.308552
C4 0.233815 0.470525 -0.105173
C5 -0.152460 1.619685 -0.887735
C6 -0.768707 1.417023 0.487209
C7 -2.225816 0.971232 0.716612
H1 1.710901 -1.319238 1.757532
H2 0.013591 -1.773869 1.578095
H3 1.173091 -2.644799 0.662227
H4 2.593334 -1.423679 -0.939593
H5 1.051592 -2.050505 -1.779282
H6 1.605586 -0.351650 -2.062818
H7 0.567668 2.418100 -1.002226
H8 -0.865617 1.385330 -1.739373
H9 -0.489239 2.044606 1.367692
H10 -2.591079 0.485871 -0.128154
H11 -2.949351 1.924816 0.759907
H12 -2.304316 0.284503 1.619039

Cartesian forces (eV/Å) of the 2 atoms listed first:
0.967 -2.144 -2.185
-2.079 1.518 0.238

Values from the calculation:
Structure (SMILES)   CC(C)=C1C[C@H]1C
Kohn-Sham gap   9.7 eV
E   -273.82781 hartree
Charge   0
Spin multiplicity   1

Here are the natural (NBO) charges for atoms 1 to 8, given in e: -0.6286, 0.0036, -0.6298, -0.0100, -0.4495, -0.2498, -0.5964, 0.2204

***

(2)
Density functional theory data (the ωB97M-V functional and the def2-TZVPD basis) for a gas-phase ion, C10H14BrN2 (charge +1).

Positions of all 27 atoms, in Å:
C1 -2.376389 2.226246 -0.599343
C2 -1.561125 1.126946 -0.440000
C3 -1.754989 3.485651 -0.474044
C4 0.336879 2.492523 -0.901098
C5 -0.136063 1.177907 -0.656502
C6 0.493655 -1.653379 1.977639
C7 0.859059 -2.204956 0.654109
C8 0.683590 0.093026 -0.375343
C9 1.020575 -0.335278 2.418787
C10 0.481242 -1.943500 -1.709842
N1 -0.471878 3.559325 -0.748088
N2 0.205060 -1.266215 -0.415063
Br1 2.894620 -0.225241 2.583271
H1 -3.468163 2.086725 -0.465724
H2 -2.101172 0.197866 -0.579923
H3 -2.323781 4.411172 -0.507724
H4 1.325223 2.576744 -1.394241
H5 -0.579650 -1.595312 1.977507
H6 0.783038 -2.462290 2.748899
H7 1.940155 -2.000962 0.557487
H8 0.713798 -3.266157 0.477945
H9 1.721569 0.152887 -0.618061
H10 0.477211 0.640114 2.630906
H11 -0.217050 -2.701698 -1.880133
H12 0.256239 -1.054663 -2.316271
H13 1.568699 -2.205745 -1.771633
H14 -0.770356 -1.311738 -0.173517

Cartesian forces (eV/Å) of the 2 atoms listed first:
-0.455 -0.113 2.327
-0.252 -0.244 -2.131

Values from the calculation:
Kohn-Sham gap (spin up / spin down)   8.0 / 6.6 eV
E   -3072.56395 hartree
Charge   +1
Spin multiplicity   1

Here are the natural (NBO) charges for atoms 1 to 8, given in e: -0.2171, -0.1944, 0.0802, 0.0960, -0.1831, -0.5405, -0.2045, 0.0120

***

For the records above, the corresponding maximum force values read 3.2; 3.4 eV Å⁻¹.